No. 1
A 2-piece molecular cluster, C6H12N2 overall in a non-equilibrium geometry. Source: OMol25; level of theory: ωB97M-V with the def2-TZVPD basis set.

The geometry in XYZ format:
```
20
Properties=species:S:1:pos:R:3:lowdin_charge:R:1
C -1.22 -1.18 -2.84 -0.16
C -2.24 -2.21 -2.42 -0.17
H -1.56 -0.27 -2.47 0.02
H -0.09 -1.33 -2.41 0.10
H -1.26 -1.14 -4.04 0.11
H -2.45 -2.31 -1.47 0.01
H -3.16 -2.09 -2.85 0.05
H -1.96 -3.09 -2.85 0.04
C 1.92 0.74 -0.71 -0.06
C 0.08 1.49 2.32 -0.15
C 1.11 0.67 0.55 -0.38
C 0.33 -0.41 1.00 -0.03
N 1.08 1.77 1.43 0.07
N -0.26 0.13 2.20 0.03
H -0.58 2.02 3.02 0.12
H -0.74 -0.34 2.84 0.07
H 0.22 -1.29 0.47 0.07
H 2.55 -0.25 -0.76 0.11
H 2.39 1.68 -0.91 0.06
H 1.03 0.48 -1.39 0.07
```

molecular weight: 112.18 g mol⁻¹
F_max: 0.1167 Eh/bohr
E_LUMO: 0.9 eV
Kohn-Sham gap: 9.223 eV
SMILES: Cc1c[nH]cn1.CC

---

No. 2
A 2-piece molecular cluster, C6H12N2 overall in a non-equilibrium geometry. Source: OMol25; level of theory: ωB97M-V with the def2-TZVPD basis set.

The geometry in XYZ format:
```
20
Properties=species:S:1:pos:R:3:lowdin_charge:R:1
C -0.20 -0.73 -2.21 -0.07
C -0.14 -2.16 1.02 -0.18
C 0.32 -1.42 -0.99 -0.36
C 1.53 -1.65 -0.36 -0.08
N -0.68 -1.83 -0.14 0.07
N 1.21 -2.00 0.91 0.02
H -0.66 -2.45 1.91 0.11
H 1.92 -2.14 1.60 0.14
H 2.53 -1.33 -0.59 0.11
H 0.00 -1.31 -3.12 0.07
H 0.34 0.20 -2.43 0.07
H -1.24 -0.47 -2.09 0.07
C -0.26 1.78 0.23 -0.16
C -0.93 2.52 1.41 -0.17
H 0.12 0.83 0.59 0.04
H -1.02 1.53 -0.52 0.06
H 0.47 2.39 -0.30 0.07
H -1.43 3.43 1.07 0.06
H -1.78 2.09 1.93 0.06
H -0.09 2.73 2.07 0.06
```

molecular weight: 112.18 g mol⁻¹
F_max: 0.0407 Eh/bohr
E_LUMO: 0.9 eV
Kohn-Sham gap: 9.416 eV
SMILES: Cc1c[nH]cn1.CC

---

No. 3
A 2-piece molecular cluster, C6H12N2 overall in a non-equilibrium geometry. Source: OMol25; level of theory: ωB97M-V with the def2-TZVPD basis set.

The geometry in XYZ format:
```
20
Properties=species:S:1:pos:R:3:lowdin_charge:R:1
C 1.04 0.51 -3.12 -0.19
C 1.42 -0.76 -2.40 -0.18
H -0.01 0.90 -3.00 0.07
H 1.54 1.45 -2.83 0.06
H 1.09 0.39 -4.23 0.07
H 1.23 -0.80 -1.31 0.02
H 0.73 -1.57 -2.85 0.09
H 2.40 -1.14 -2.51 0.05
C -2.38 1.03 1.04 -0.07
C -1.10 0.34 1.13 -0.44
C -0.71 -0.74 0.46 -0.14
C 1.03 -0.01 1.67 -0.05
N -0.10 0.78 1.98 0.09
N 0.60 -1.07 0.72 0.02
H -2.44 1.86 1.84 0.10
H -3.19 0.27 1.20 0.09
H -1.25 -1.34 -0.33 0.15
H 2.02 -0.04 1.97 0.06
H 1.08 -1.84 0.35 0.11
H -2.52 1.67 0.14 0.08
```

molecular weight: 112.18 g mol⁻¹
F_max: 0.1402 Eh/bohr
E_LUMO: 0.9 eV
Kohn-Sham gap: 9.382 eV
SMILES: Cc1c[nH]cn1.CC

---

No. 4
One molecule with the formula C6H12N2 in a non-equilibrium geometry. Source: OMol25; level of theory: ωB97M-V with the def2-TZVPD basis set.

The geometry in XYZ format:
```
20
Properties=species:S:1:pos:R:3:lowdin_charge:R:1
C -1.25 0.96 -1.00 -0.07
C 0.48 2.18 0.99 -0.03
C -0.31 0.15 -0.15 -0.23
C 0.51 0.64 0.77 -0.35
C -0.24 -1.36 -0.47 -0.39
N 1.42 -0.06 1.54 0.09
N 0.14 -1.66 -1.77 0.09
C -0.42 -2.31 0.45 0.01
H 1.48 -1.05 1.36 0.07
H 2.34 0.37 1.61 0.09
H -0.12 -0.98 -2.46 0.08
H -0.07 -2.60 -2.07 0.09
H -1.93 0.30 -1.53 0.08
H -0.71 1.56 -1.73 0.08
H -1.82 1.64 -0.37 0.07
H 1.25 2.44 1.71 0.06
H -0.49 2.49 1.38 0.08
H 0.68 2.72 0.06 0.08
H -0.35 -3.36 0.20 0.05
H -0.61 -2.06 1.48 0.06
```

molecular weight: 112.18 g mol⁻¹
F_max: 0.0531 Eh/bohr
E_LUMO: 1.0 eV
Kohn-Sham gap: 8.712 eV
SMILES: C=C(N)/C(C)=C(/C)N

---

HOMO for the records above, in order: -8.3, -8.5, -8.5, -7.7 eV